*one*
This record from OMol25 describes a 3-piece molecular cluster, C3H13NO3 overall. The level of theory is the ωB97M-V functional and the def2-TZVPD basis.

Structure (XYZ):
```
20
C3H13NO3 (the ωB97M-V functional and the def2-TZVPD basis)
C -0.2441 0.0133 -0.5928
O 0.6516 -0.0908 -1.7116
C -0.8809 -1.3208 -0.3827
C -1.9658 -1.4083 0.6564
N 0.2076 -2.3686 -0.2449
H -0.9857 0.8291 -0.7763
H 0.4522 0.2663 0.2989
H 0.1928 -0.7136 -2.3197
H -1.4043 -1.4776 -1.3879
H -1.9012 -2.4891 0.8082
H -1.8254 -0.8288 1.5894
H -3.0151 -1.1643 0.1231
H 1.0695 -1.9121 -0.3196
H 0.3798 -2.6653 0.6647
H -0.3108 1.3899 2.0275
H -0.3565 2.7003 2.8410
O -0.9489 2.0207 2.3996
H 1.9433 2.5842 -0.0989
H 3.3855 2.9578 -0.6601
O 2.7307 2.2448 -0.5832
```

Results
Total charge: 0
LUMO energy (eV): 0.4
SMILES string: C[C@H](N)CO.O.O
HOMO level (Eh): -0.35336

Atom charges from the Mulliken analysis, given in e for atoms 1 to 2:
1 C -0.297
2 O -0.491

=====

*two*
This record from OMol25 describes a 4-piece molecular cluster, C3H13NO3 overall. The level of theory is the ωB97M-V functional and the def2-TZVPD basis.

Structure (XYZ):
```
20
C3H13NO3 (the ωB97M-V functional and the def2-TZVPD basis)
C -0.2104 -0.7115 3.2370
C 0.6468 -0.4012 2.1600
N 0.5953 0.5417 1.1868
C 1.4283 0.3926 -0.0582
H -1.3275 -0.7063 2.9221
H 0.0802 -1.2772 4.1508
H 1.5663 -0.9056 2.1079
H 0.2947 1.4534 1.4437
H 2.0763 1.2556 -0.0529
H 2.0666 -0.5590 0.1869
H 0.8546 0.3244 -0.9880
H -0.5835 -2.8880 0.5349
H -0.6482 -2.7754 1.9332
O -1.2768 -2.8583 1.1890
H -1.4815 -0.6000 0.0682
H -2.7890 0.2176 -0.0953
O -1.8828 0.2388 -0.0291
H 0.9309 2.7918 -6.4238
H -0.5560 3.3801 -6.4765
O 0.2158 3.0866 -6.9965
```

Results
Total charge: 0
LUMO energy (eV): 0.6
SMILES string: C=CNC.O.O.O
HOMO level (Eh): -0.28584

Atom charges from the Mulliken analysis, given in e for atoms 1 to 2:
1 C -0.914
2 C -0.116

=====

*three*
This record from OMol25 describes a 3-piece molecular cluster, C3H13NO3 overall. The level of theory is the ωB97M-V functional and the def2-TZVPD basis.

Structure (XYZ):
```
20
C3H13NO3 (the ωB97M-V functional and the def2-TZVPD basis)
C 0.1924 2.4953 0.1389
N 0.6113 1.0941 0.1284
C 0.1449 0.4235 1.3358
C 0.2327 -1.1000 1.3219
O -0.8799 -1.6629 0.6706
H -0.8527 2.5350 -0.0405
H 0.5170 2.9787 1.0711
H 0.8047 2.9983 -0.6045
H 1.6335 1.1084 0.2361
H -0.8757 0.6246 1.5339
H 0.5967 0.7681 2.2677
H 0.2779 -1.4639 2.3547
H 1.0800 -1.4445 0.8158
H -0.5415 -2.2647 -0.0312
H -0.8267 0.3692 -1.1815
H -2.0897 0.3167 -2.0846
O -1.1356 0.1910 -2.0803
H -0.0168 -1.9876 -1.9784
H 0.5904 -3.3232 -2.2821
O 0.5372 -2.6561 -1.5917
```

Results
Total charge: 0
LUMO energy (eV): 0.8
SMILES string: CNCCO.O.O
HOMO level (Eh): -0.34787

Atom charges from the Mulliken analysis, given in e for atoms 1 to 2:
1 C -0.994
2 N -0.391

=====

In terms of stability, *three* leads; the second structure lies 0.0346 hartree higher.

=====

*one*
This record from OMol25 describes a 2-piece molecular cluster, C3H6O5 overall. The level of theory is the ωB97M-V functional and the def2-TZVPD basis.

Structure (XYZ):
```
14
C3H6O5 (the ωB97M-V functional and the def2-TZVPD basis)
O -4.4926 -2.0431 -4.7504
H -3.9495 -2.7585 -5.1522
H -4.9576 -1.6275 -5.5115
O 0.0000 0.0000 0.0000
O -0.4944 -2.7774 -4.9519
O 0.8677 -3.5178 -3.3069
O -0.0820 -1.4421 -1.8141
C -0.5931 -0.6221 -0.9280
C -0.1575 -2.7678 -3.7954
C -0.9862 -2.1121 -2.6526
H 0.9708 -3.3707 -2.3272
H -1.6959 -0.5469 -1.0054
H -1.5327 -2.8768 -2.0679
H -1.7364 -1.4921 -3.1802
```

Results
Total charge: 0
LUMO energy (eV): 0.3
SMILES string: O=COCC(=O)O.O
HOMO level (Eh): -0.40415

Atom charges from the Mulliken analysis, given in e for atoms 1 to 2:
1 O -0.647
2 H 0.332

=====

*two*
This record from OMol25 describes C3H6O5 as an isolated structure. The level of theory is the ωB97M-V functional and the def2-TZVPD basis.

Structure (XYZ):
```
14
C3H6O5 (the ωB97M-V functional and the def2-TZVPD basis)
C 0.2904 0.9218 1.3571
C -1.1328 -0.7838 -1.6920
C -0.1974 0.5795 -0.0150
O 1.4896 -0.3053 0.8689
O -0.9971 -0.3866 -0.2962
O 1.0658 -1.6267 1.2522
O 0.8145 2.0576 1.4077
O 0.2224 1.4042 -0.9108
H 1.4257 -1.6894 2.1497
H 0.7061 2.0778 -0.3053
H -0.1769 0.4172 2.2077
H -1.8462 -1.6007 -1.6819
H -1.5005 0.0528 -2.2833
H -0.1637 -1.1182 -2.0587
```

Results
Total charge: 0
LUMO energy (eV): 0.7
HOMO level (Eh): -0.33942

Atom charges from the Mulliken analysis, given in e for atoms 1 to 2:
1 C 0.316
2 C -0.688

=====

In terms of stability, *one* leads; the second structure lies 0.1487 hartree higher.

=====

*one*
This record from OMol25 describes one molecule with the formula C3H8N2OS2. The level of theory is the ωB97M-V functional and the def2-TZVPD basis.

Structure (XYZ):
```
16
C3H8N2OS2 (the ωB97M-V functional and the def2-TZVPD basis)
C -0.0450 0.3692 0.2490
C -2.4473 0.3258 -0.5384
C -1.3672 -0.2069 0.4529
N 2.2305 0.3595 -1.2781
N 2.1101 -0.3606 1.2728
O 1.2164 -1.8663 -0.4630
S 0.1400 2.1290 0.0108
S 1.4522 -0.4516 -0.3053
H -3.2283 -0.3607 -0.4565
H -2.1634 0.2443 -1.5842
H -2.6219 1.4127 -0.2295
H -1.6843 0.2218 1.4724
H -1.3587 -1.2397 0.5520
H 2.5129 -0.2982 -2.0534
H 3.0071 -0.8746 1.4197
H 2.2469 0.5962 1.4787
```

Results
Total charge: 0
LUMO energy (alpha / beta) (eV): -1.5 / -1.5
SMILES string: CCC(=S)[S@@](=N)(N)=O
HOMO level (alpha / beta) (Eh): -0.33087 / -0.33089

Atom charges from the Mulliken analysis, given in e for atoms 1 to 2:
1 C -0.056
2 C -1.054

=====

*two*
This record from OMol25 describes one molecule with the formula C3H8N2OS2. The level of theory is the ωB97M-V functional and the def2-TZVPD basis.

Structure (XYZ):
```
16
C3H8N2OS2 (the ωB97M-V functional and the def2-TZVPD basis)
C 0.3026 -1.1153 0.3569
C 1.5069 0.9530 -0.5456
C 0.9191 0.1905 0.7035
N 0.9182 -2.1689 0.4926
N -1.4972 0.9164 -1.4792
O -0.8495 -1.1966 -0.4802
S -2.3672 0.3961 1.4609
S -2.1029 -0.1717 -0.6737
H 0.7793 1.0701 -1.2502
H 2.1928 0.3534 -0.9255
H 1.9526 1.9783 -0.2139
H 1.7642 0.1163 1.4226
H 0.2019 0.8912 1.0951
H 0.4964 -2.9703 0.0621
H -2.1466 1.5007 -2.0058
H -2.0705 -0.7430 1.9803
```

Results
Total charge: 0
LUMO energy (eV): 0.2
HOMO level (Eh): -0.33971

Atom charges from the Mulliken analysis, given in e for atoms 1 to 2:
1 C 0.445
2 C -1.220

=====

In terms of stability, *two* leads; the second structure lies 0.0296 hartree higher.

=====

*one*
This record from OMol25 describes one molecule with the formula C3H8OSSi. The level of theory is the ωB97M-V functional and the def2-TZVPD basis.

Structure (XYZ):
```
14
C3H8OSSi (the ωB97M-V functional and the def2-TZVPD basis)
C -0.6147 0.4191 -1.2515
C -2.0419 0.3076 -1.7458
C 1.7691 -0.8294 0.9069
O -0.6613 0.5992 0.0410
Si 0.6269 0.6682 1.1550
S 0.6945 0.4617 -2.1976
H -2.6898 0.2019 -0.9194
H -2.2512 -0.2907 -2.6434
H -2.2043 1.4221 -2.0496
H 2.3701 -0.6893 -0.0457
H 1.2509 -1.8116 0.8936
H 1.5017 1.7760 1.1289
H -0.4297 0.5666 2.1381
H 2.4461 -0.7956 1.8134
```

Results
Total charge: 0
LUMO energy (eV): 0.5
SMILES string: C[SiH2]OC(C)=S
HOMO level (Eh): -0.32195

Atom charges from the Mulliken analysis, given in e for atoms 1 to 2:
1 C 0.554
2 C -1.008

=====

*two*
This record from OMol25 describes a 2-piece molecular cluster, C3H8OSSi overall. The level of theory is the ωB97M-V functional and the def2-TZVPD basis.

Structure (XYZ):
```
14
C3H8OSSi (the ωB97M-V functional and the def2-TZVPD basis)
C 1.0286 0.4337 -2.2260
C 0.3757 -0.4407 -1.7208
C 0.8389 1.0101 0.9557
O -1.5292 0.5372 2.0719
Si -0.7523 -1.7078 -0.9091
S -0.9478 1.1012 0.6387
H -0.8706 0.7321 2.7615
H 1.6646 1.2421 -2.7156
H 1.2238 0.0513 0.9150
H 0.9681 1.3964 1.9348
H 1.2182 1.3843 0.0576
H -0.3956 -1.8607 0.4102
H -1.9854 -0.9289 -0.6779
H -0.8370 -2.9502 -1.4959
```

Results
Total charge: 0
LUMO energy (eV): 0.7
SMILES string: C#C[SiH3].CSO
HOMO level (Eh): -0.29771

Atom charges from the Mulliken analysis, given in e for atoms 1 to 2:
1 C 0.185
2 C -0.634

=====

In terms of stability, *one* leads; the second structure lies 0.1600 hartree higher.